# 1
ORCA calculation (wB97M-V/def2-TZVPD) on a structure of composition C31H32AsN7PdSe in a non-equilibrium geometry.

CARTESIAN COORDINATES (ANGSTROEM)
Pd1 -1.99312 0.39977 2.10175
N1 -4.31516 -2.71520 -0.80381
C1 -3.83672 -2.75706 0.44793
N2 -3.77832 -1.55312 0.95068
C2 -4.23201 -0.76338 -0.06715
N3 -4.57675 -1.43224 -1.16298
C3 -4.23184 0.69216 0.04902
C4 -4.41357 1.48370 -1.07482
N4 -4.40117 2.81306 -1.08178
C5 -4.16849 3.33672 0.15840
C6 -3.96216 2.57846 1.27315
N5 -3.96533 1.21830 1.29282
H1 -4.42627 -3.45770 -1.46913
H2 -3.53115 -3.66769 0.93907
H3 -4.59381 0.98684 -2.02424
H4 -4.14575 4.41753 0.24012
H5 -3.76629 3.05506 2.22789
C7 2.53524 0.52007 -5.60667
C8 1.90950 0.22991 -4.26734
C9 2.66170 0.25563 -3.10412
C10 2.10005 0.03379 -1.84567
C11 3.02819 0.16541 -0.66359
C12 0.72481 -0.24340 -1.73409
As1 -0.38814 -0.53253 -0.07624
N6 -0.78364 1.15036 0.44910
C13 -0.04020 2.30470 0.52437
C14 -0.16199 3.13624 1.65242
C15 0.50782 4.34630 1.74526
C16 1.32884 4.80119 0.71757
C17 1.43724 4.00812 -0.42195
C18 0.76400 2.80110 -0.52530
C19 1.00687 -1.46329 1.04228
C20 1.49458 -1.05208 2.29272
C21 1.01173 0.19397 2.99004
C22 2.43318 -1.84727 2.95407
C23 2.86351 -3.06494 2.45431
C24 3.88881 -3.89309 3.18458
C25 2.29358 -3.51011 1.26960
C26 1.36965 -2.74029 0.56974
C27 0.77516 -3.35157 -0.67933
C28 -0.04732 -0.24874 -2.91243
C29 -1.54185 -0.47739 -2.90016
C30 0.55277 -0.02283 -4.15019
H6 3.61847 0.39266 -5.57204
H7 2.33478 1.54737 -5.92253
H8 2.14268 -0.14033 -6.38291
H9 3.72417 0.47687 -3.16441
H10 3.97228 0.61036 -0.98539
H11 3.24287 -0.79552 -0.19788
H12 2.59912 0.80588 0.10729
H13 -0.79343 2.78591 2.46538
H14 0.38632 4.93883 2.64649
H15 1.85637 5.74415 0.79649
H16 2.04422 4.33986 -1.25933
H17 0.82629 2.23854 -1.44625
H18 -0.09346 0.21324 2.94348
H19 1.37487 1.10767 2.51589
H20 1.28478 0.19463 4.04539
H21 2.80958 -1.50613 3.91431
H22 4.08814 -3.47997 4.17423
H23 4.83793 -3.92611 2.64204
H24 3.55527 -4.92568 3.31383
H25 2.56540 -4.48632 0.87457
H26 1.14931 -4.36876 -0.81036
H27 1.01440 -2.78546 -1.57964
H28 -0.31619 -3.39452 -0.61766
H29 -1.79599 -1.48270 -2.55754
H30 -1.94665 -0.34219 -3.90583
H31 -2.06948 0.21103 -2.23803
H32 -0.06944 -0.02688 -5.04144
Se1 -2.98629 -0.44231 4.27953
C31 -1.75116 0.03777 5.58885
N7 -0.99134 0.32362 6.41757

Atoms 1-2, force components in eV/Å:
-0.39 0.41 0.06
-0.04 0.15 -0.26

The total energy is -6348.88117 hartree. Its total charge is -2. As for the spin multiplicity: 1. As for the HOMO energy: 0.2 eV.

Charges obtained by Mulliken population analysis, quoted in units of e: -0.549, 0.137, -0.368, -0.134, -0.028, -0.784, 0.954, -0.084, -0.817, -0.316, -0.441, -0.329, 0.189, 0.524, 0.469, 0.385, 0.408, -1.673, 0.598, -1.109, 0.769, -1.225, 0.118, 2.532, 0.335, -0.241, -0.223, -0.646, -0.571, -0.651, -0.309, -0.312, 0.565, -0.297, -1.093, 0.745, -1.551, -1.042, 0.895, -1.473, 0.694, -1.350, -1.240, 0.381, 0.283, 0.375, 0.275, 0.436, 0.215, 0.052, 0.300, 0.359, 0.340, 0.381, 0.523, -0.544, 0.203, 0.456, 0.269, 0.347, 0.280, 0.345, 0.277, 0.442, 0.179, 0.194, 0.283, 0.374, 0.032, 0.304, -0.310, 0.222, -0.731

---

# 2
ORCA calculation (wB97M-V/def2-TZVPD) on a structure of composition C31H32AuBN9.

CARTESIAN COORDINATES (ANGSTROEM)
Au1 -0.18480 1.19735 -0.09837
C1 -0.03332 3.21354 2.56538
C2 0.94997 2.09387 2.56310
C3 1.91606 1.77507 3.51985
C4 2.56757 0.66008 3.03774
C5 3.69048 -0.09783 3.66245
N1 2.01682 0.33581 1.84728
N2 1.01733 1.22122 1.56284
B1 2.39134 -0.84914 0.95791
N3 2.65845 -0.51771 -0.49447
N4 1.63827 -0.45608 -1.39420
C6 2.19861 -0.20077 -2.56620
C7 1.36774 -0.03297 -3.79593
C8 3.59689 -0.10671 -2.43758
C9 3.85293 -0.31182 -1.10019
C10 5.14753 -0.30793 -0.36023
N5 1.15878 -1.87511 0.95391
N6 0.18613 -1.70620 1.70118
C11 -0.79869 -2.75156 1.42772
C12 -1.10111 -3.50097 2.72648
C13 -0.13755 -3.58383 0.38518
C14 1.05321 -3.05257 0.12018
C15 2.17125 -3.48938 -0.75420
H1 0.01094 3.75180 3.50976
H2 -1.04698 2.83867 2.42266
H3 0.17883 3.91527 1.75799
H4 2.11689 2.29396 4.44118
H5 3.95960 0.37660 4.60348
H6 4.57154 -0.11141 3.02074
H7 3.41342 -1.13181 3.86749
H8 3.30830 -1.44237 1.44951
H9 1.12675 1.01904 -3.96518
H10 0.43091 -0.58249 -3.69827
H11 1.89363 -0.39364 -4.67895
H12 4.32025 0.08835 -3.21166
H13 5.97102 -0.16489 -1.05613
H14 5.30905 -1.24525 0.17384
H15 5.17829 0.50274 0.37037
H16 -1.49804 -2.81444 3.47272
H17 -0.19554 -3.96198 3.11779
H18 -1.82991 -4.28739 2.53724
H19 -0.55111 -4.48175 -0.04610
H20 1.97043 -4.49671 -1.11347
H21 3.10989 -3.50097 -0.19875
H22 2.28989 -2.82106 -1.60629
N7 -5.29430 -4.38479 -7.43945
C16 -4.82424 -3.74924 -6.60681
C17 -4.23278 -2.95660 -5.56204
C18 -3.04612 -3.37501 -4.96332
C19 -2.48471 -2.61454 -3.95380
C20 -3.08809 -1.42463 -3.55105
C21 -4.27673 -1.01626 -4.14767
C22 -4.85167 -1.77979 -5.15003
C23 -2.45734 -0.64506 -2.44909
C24 -2.47779 -1.33898 -1.14389
C25 -3.46524 -2.38754 -0.80561
C26 -3.18320 -2.78812 0.43511
C27 -2.02925 -1.96569 0.91963
N8 -1.64851 -1.11680 -0.19406
C28 -1.97406 0.58744 -2.70197
C29 -2.08681 1.26882 -3.99584
C30 -1.61493 2.51519 -3.83856
C31 -1.17429 2.60426 -2.46379
N9 -1.36055 1.50078 -1.79662
H23 -2.57333 -4.29019 -5.29180
H24 -1.56317 -2.93766 -3.48385
H25 -4.75869 -0.10482 -3.81759
H26 -5.77693 -1.46944 -5.61545
H27 -4.26007 -2.73622 -1.44670
H28 -3.71242 -3.52502 1.01999
H29 -2.34642 -1.30673 1.73755
H30 -2.49149 0.82347 -4.88873
H31 -1.55732 3.30658 -4.56732
H32 -0.72348 3.46378 -1.98932

Atoms 1-2, force components in eV/Å:
-0.03 0.01 0.03
0.00 0.00 0.01

The total energy is -1853.67452 hartree. The energy above the lowest of the compared OMol25 structures with the same formula, charge and spin comes out at 23.8 kcal/mol. Its total charge is +1. As for the spin multiplicity: 1. As for the HOMO energy: -10.9 eV.

Charges obtained by Mulliken population analysis, quoted in units of e: 0.395, -1.496, 0.876, -1.185, 0.830, -1.357, 0.659, -0.656, -1.168, 1.551, -0.256, 0.597, -1.036, -1.417, 0.450, -1.299, 1.965, -0.975, 1.402, -1.688, -1.630, 0.744, -1.479, 0.365, 0.313, 0.259, 0.472, 0.383, 0.254, 0.285, -0.020, 0.187, 0.036, 0.453, 0.544, 0.385, 0.286, 0.231, 0.381, 0.435, 0.382, 0.467, 0.483, 0.292, 0.166, -0.469, -0.210, 0.541, -0.890, -0.041, -0.451, -0.097, -0.868, 0.979, -0.553, -1.141, -0.946, -0.036, 0.357, 0.311, -0.305, -1.112, -0.150, -0.291, 0.474, 0.589, 0.564, 0.490, 0.596, 0.515, 0.729, 0.572, 0.464, 0.513

---

# 3
ORCA calculation (wB97M-V/def2-TZVPD) on a structure of composition C31H32BaN7O2S.

CARTESIAN COORDINATES (ANGSTROEM)
Ba1 -0.00577 -0.27201 0.36690
C1 -3.24191 4.26010 -0.88596
C2 -3.11931 3.71779 -2.16001
C3 -2.71439 2.40586 -2.33673
C4 -2.42563 1.58000 -1.23759
C5 -2.54482 2.14682 0.04604
C6 -2.95005 3.46418 0.21138
N1 -1.88335 0.30440 -1.37205
C7 -2.29948 -0.64050 -2.21520
C8 -3.51458 -0.54994 -2.96813
C9 -3.92015 -1.52212 -3.83491
C10 -3.16225 -2.69792 -4.03733
C11 -2.03886 -2.87976 -3.29033
C12 -1.59871 -1.90966 -2.35390
N2 -0.54158 -2.18366 -1.52619
N3 -0.01318 -3.33636 -1.51493
C13 1.02511 -3.53401 -0.58023
C14 1.53156 -4.83554 -0.54204
C15 2.55431 -5.12856 0.33991
C16 3.04819 -4.12575 1.17208
C17 2.48442 -2.86882 1.08842
N4 1.49756 -2.57379 0.22939
H1 -3.56713 5.28285 -0.75245
H2 -3.33882 4.32664 -3.02838
H3 -2.59105 2.00622 -3.33543
H4 -2.36097 1.56580 0.94727
H5 -3.04909 3.86449 1.21284
H6 -4.12875 0.32990 -2.83440
H7 -4.84891 -1.38611 -4.37537
H8 -3.48431 -3.44368 -4.75000
H9 -1.45175 -3.78316 -3.37774
H10 1.11533 -5.57745 -1.20712
H11 2.96855 -6.12680 0.38461
H12 3.84848 -4.32226 1.87115
H13 2.83181 -2.05763 1.72011
C18 1.68230 4.24539 1.64422
C19 1.27789 3.26068 0.58242
O1 0.94475 2.10553 0.86325
N5 1.30860 3.68876 -0.68562
C20 0.90744 2.83453 -1.79752
C21 1.97268 1.84004 -2.20769
C22 3.07570 2.26154 -2.93971
C23 4.02074 1.33179 -3.33798
C24 3.82568 0.00254 -2.99972
C25 2.69782 -0.33164 -2.26993
N6 1.78939 0.56104 -1.87327
H14 1.13178 4.02451 2.55503
H15 1.50068 5.27604 1.34582
H16 2.74760 4.12662 1.84795
H17 1.55240 4.64621 -0.87242
H18 0.67838 3.48402 -2.64112
H19 -0.00672 2.30463 -1.53485
H20 3.18088 3.30574 -3.20555
H21 4.88411 1.63690 -3.91390
H22 4.52474 -0.76519 -3.29922
H23 2.50516 -1.36187 -1.99294
C26 -3.63039 -1.32903 1.02307
O2 -2.31576 -1.81973 0.75873
H24 -4.19135 -2.02731 1.64558
H25 -4.17226 -1.13990 0.09395
H26 -3.52221 -0.39180 1.56393
H27 -2.38476 -2.67110 0.31545
S1 -0.87953 -1.03274 3.44885
C27 0.36293 -0.81706 4.55680
N7 0.36374 -1.56441 5.70050
C28 1.30340 -1.49060 6.67472
C29 2.34524 -0.63026 6.55654
C30 2.40895 0.17553 5.39950
C31 1.45152 0.08639 4.43028
H28 -0.41115 -2.20732 5.80014
H29 1.16084 -2.14490 7.52199
H30 3.09251 -0.56735 7.33162
H31 3.22455 0.87779 5.28560
H32 1.48124 0.71641 3.55181

Atoms 1-2, force components in eV/Å:
-0.10 0.19 0.32
0.01 -0.01 0.00

The total energy is -2157.88651 hartree. The energy above the lowest of the compared OMol25 structures with the same formula, charge and spin comes out at 9.7 kcal/mol. Its total charge is +1. As for the spin multiplicity: 1. As for the HOMO energy: -8.8 eV.

Charges obtained by Mulliken population analysis, quoted in units of e: 1.495, -0.565, -0.804, 0.318, -0.754, 0.120, -1.021, 0.959, 0.420, -0.874, -0.649, -0.822, -0.635, -0.629, 2.015, -1.369, -0.363, -0.489, -0.478, -0.661, -0.653, 0.436, 0.437, 0.399, 0.569, 0.262, 0.462, 0.500, 0.415, 0.399, 0.459, 0.541, 0.399, 0.426, 0.510, -1.419, 0.326, -0.258, -0.013, 0.499, 0.478, -1.002, -0.359, -0.943, -0.210, 0.410, 0.326, 0.421, 0.296, 0.266, 0.700, -1.183, 0.433, 0.422, 0.444, 0.396, -0.679, -0.186, 0.346, 0.267, 0.189, 0.142, -0.545, 0.336, -0.014, -0.274, -0.598, -0.316, -0.350, 0.231, 0.405, 0.406, 0.415, 0.422